# 1
51
Properties=species:S:1:pos:R:3 method="wB97M-V/def2-TZVPD" lumo_energy_ev=0.92 smiles=CCCCCCCCCCCCCCCCO energy_ev=-19191.6841 fmax_ha_per_bohr=0.01091 gap_ev=11.08 de_lowest_kcal_mol=2.1
C -2.69 -1.69 1.13
C -2.45 -3.15 0.77
C -1.85 -3.34 -0.63
C -0.50 -2.66 -0.85
C 0.58 -3.14 0.12
C 1.98 -2.63 -0.23
C 2.06 -1.11 -0.28
C 3.51 -0.62 -0.26
C 3.71 0.85 -0.63
C 3.47 1.87 0.49
C 2.02 2.04 0.97
C 1.06 2.46 -0.13
C -0.37 2.62 0.39
C -1.33 3.04 -0.73
C -2.77 3.23 -0.27
C -3.47 1.95 0.19
O -3.62 0.99 -0.84
H -1.75 -1.15 1.21
H -3.31 -1.21 0.38
H -3.19 -1.62 2.09
H -3.40 -3.68 0.80
H -1.80 -3.61 1.51
H -1.75 -4.41 -0.82
H -2.56 -2.95 -1.37
H -0.62 -1.58 -0.76
H -0.17 -2.87 -1.87
H 0.33 -2.80 1.13
H 0.59 -4.23 0.13
H 2.28 -3.04 -1.20
H 2.68 -3.01 0.51
H 1.58 -0.74 -1.18
H 1.52 -0.71 0.58
H 4.07 -1.22 -0.98
H 3.95 -0.81 0.73
H 3.08 1.09 -1.49
H 4.75 0.98 -0.95
H 4.08 1.59 1.35
H 3.82 2.84 0.13
H 2.02 2.81 1.75
H 1.67 1.12 1.43
H 1.39 3.40 -0.57
H 1.05 1.71 -0.92
H -0.39 3.38 1.18
H -0.69 1.68 0.83
H -0.98 3.98 -1.16
H -1.29 2.29 -1.53
H -3.35 3.65 -1.09
H -2.80 3.94 0.56
H -2.93 1.51 1.04
H -4.48 2.18 0.52
H -2.74 0.78 -1.18

=====

# 2
74
Properties=species:S:1:pos:R:3 method="wB97M-V/def2-TZVPD" lumo_energy_ev="2.68 / 0.84" charge=-1 energy_ev=-183111.2288 multiplicity=2 fmax_ha_per_bohr=0.24152 gap_ev="7.98 / 6.03" de_lowest_kcal_mol=244.1
Cu 0.21 0.86 -0.02
C 1.22 -4.28 -0.71
C 1.98 -3.09 -0.13
C 3.49 -3.38 -0.16
C 1.53 -2.83 1.32
O 1.70 -1.97 -0.94
Ge 2.13 -0.20 -0.41
O 1.90 2.28 0.38
C 2.70 2.65 1.49
C 2.01 3.69 2.38
C 3.97 3.27 0.87
C 3.13 1.45 2.35
O 0.93 0.43 -1.36
C 0.59 1.12 -2.55
C 0.47 2.64 -2.34
C -0.69 0.47 -3.10
C 1.74 0.84 -3.54
H 1.46 -5.20 -0.17
H 1.48 -4.40 -1.76
H 0.15 -4.09 -0.64
H 3.74 -4.26 0.43
H 4.02 -2.51 0.24
H 3.81 -3.52 -1.19
H 1.47 -3.76 1.88
H 0.56 -2.35 1.29
H 2.24 -2.15 1.80
H 1.67 4.53 1.79
H 2.69 4.04 3.15
H 1.14 3.25 2.87
H 3.71 4.21 0.36
H 4.36 2.58 0.13
H 4.72 3.46 1.63
H 2.27 0.87 2.64
H 3.63 1.81 3.26
H 3.82 0.81 1.79
H -0.56 2.96 -2.47
H 1.10 3.17 -3.06
H 0.82 2.92 -1.34
H -1.48 0.54 -2.35
H -0.47 -0.58 -3.29
H -1.01 0.96 -4.02
H 2.64 1.32 -3.17
H 1.50 1.19 -4.54
H 1.92 -0.24 -3.55
F -2.94 1.26 3.14
C -2.38 0.58 2.14
F -1.92 -0.56 2.70
F -3.34 0.22 1.30
S -0.91 1.54 1.40
O 0.18 0.72 1.83
O -1.02 2.77 2.13
N -1.26 1.79 -0.06
S -2.42 2.92 -0.19
O -2.84 3.00 -1.55
O -3.42 2.76 0.81
C -1.63 4.60 0.15
F -2.11 5.16 1.25
F -2.00 5.40 -0.88
F -0.31 4.61 0.18
C -4.76 -2.11 -0.82
Si -3.29 -2.97 0.00
C -3.62 -3.26 1.84
C -2.91 -4.60 -0.90
C -1.85 -1.84 -0.11
C -0.96 -1.01 -0.06
H -5.69 -2.65 -0.68
H -4.60 -1.99 -1.89
H -4.88 -1.11 -0.40
H -4.37 -4.04 2.03
H -3.98 -2.34 2.29
H -2.70 -3.54 2.35
H -3.79 -5.25 -0.94
H -2.11 -5.15 -0.41
H -2.59 -4.40 -1.92